Here is 20 unconnected molecules or ions with the total composition C53H157N29O20 from the OMol25 dataset. Energies are from the ωB97M-V functional and the def2-TZVPD basis.

Geometry (Å):
1 O -0.19388 5.69537 -1.13013
2 O 1.43027 0.83127 5.87493
3 O -7.32284 5.93008 -1.01089
4 O 8.06728 -2.04893 3.37891
5 O -4.68084 0.57699 -4.55895
6 O 2.55287 -3.90868 1.47101
7 O -0.61027 -3.46701 5.45411
8 O 4.29924 4.14503 3.63324
9 O -5.90039 0.66843 2.09082
10 O -3.42512 -0.42719 5.01552
11 O -1.70033 0.11797 0.48947
12 O -2.43933 5.54070 3.34571
13 O 5.83756 -1.95689 -3.85538
14 O 1.71908 -4.06764 -7.21458
15 O 2.56519 2.24474 -4.90323
16 O -4.71078 -2.92413 -1.50127
17 O 5.04958 -6.27702 -1.80203
18 O -0.93777 -0.48587 -3.90369
19 O 2.39189 2.16544 -1.00472
20 O 5.32419 -0.52042 -7.59087
21 N -5.39339 3.11419 -2.37963
22 N 4.15927 -5.17632 0.69668
23 N 3.80207 3.79609 -1.71900
24 N -2.53190 -1.97104 7.16809
25 N 3.40084 3.61028 0.58713
26 N -8.02989 1.76798 -5.62760
27 N -2.09115 5.14169 -3.29482
28 N 4.18356 1.46831 -7.18890
29 N 5.28489 -7.94136 -3.29684
30 N 0.77025 -0.98085 9.03776
31 N 3.22705 5.05021 5.38481
32 N -3.04432 -4.69972 -2.20517
33 N 0.63327 1.32044 -5.71552
34 N -0.05474 -3.00083 3.19496
35 N 1.06815 1.49513 -3.43709
36 N 3.25462 2.77011 5.07334
37 N 3.28445 -7.59783 -1.90327
38 N 5.88310 0.56222 -2.42001
39 N 2.95333 -3.71823 -0.76632
40 N 4.19271 -0.15338 -5.71109
41 N 1.23029 -4.27371 4.47840
42 N -8.01950 0.91888 2.79678
43 N 5.28633 -4.51557 3.66344
44 N -0.94967 -2.69245 -3.29249
45 N 1.51036 -0.75738 -1.14539
46 N 2.04027 -2.69311 -3.79515
47 N -0.25245 4.46937 4.56473
48 N -6.26140 0.67299 4.27100
49 N -2.86921 -1.55588 -3.50187
50 C -0.34066 4.59405 3.10008
51 C 9.48690 -2.08332 3.67494
52 C 6.56654 -0.75439 -0.28318
53 C -5.50540 -1.81076 -1.23681
54 C 6.05339 -1.89723 -2.41061
55 C 0.12586 -3.49469 4.40169
56 C -1.79602 2.84121 -2.83168
57 C 3.66664 3.96451 4.63897
58 C -3.56281 1.27549 -5.08823
59 C 3.23063 -4.22254 0.49274
60 C 1.32173 -0.26023 6.76543
61 C 7.41016 -3.31526 3.64870
62 C -6.66275 0.75979 3.04289
63 C -5.67649 3.71166 0.05571
64 C -5.00463 -1.98217 7.09732
65 C -6.48528 5.16217 -1.88450
66 C 2.26784 -3.64223 -4.86340
67 C -6.24932 3.74917 -1.38202
68 C -7.26871 7.29200 -1.33050
69 C 0.47393 3.44897 2.50588
70 C -1.79218 4.46924 2.69871
71 C 0.49073 -0.64616 -0.11283
72 C -2.61839 1.17418 0.48029
73 C 2.19251 -3.55503 -8.38376
74 C -3.61931 -3.11543 -0.58800
75 C 3.14518 3.11799 -0.71060
76 C -1.62799 4.18806 -2.28324
77 C -5.84886 0.52158 -5.29087
78 C -1.55118 -1.52568 -3.58239
79 C -3.74057 5.74393 2.90486
80 C 7.00996 -1.52968 -4.56802
81 C 5.12236 -2.06381 3.66732
82 C 1.66332 -4.98542 -4.54796
83 C -0.67664 0.24526 -0.45589
84 C -3.08444 -4.51045 -0.76168
85 C -7.53376 0.81129 -3.38284
86 C -6.92054 1.43855 -4.65570
87 C -1.70324 -4.69243 -0.14667
88 C 1.71485 -3.10012 -6.14281
89 C 0.20102 1.25300 5.30441
90 C -3.05937 0.09920 3.78747
91 C 4.63147 0.23360 -6.90189
92 C -3.73379 -2.38224 6.40698
93 C 4.57617 -7.30891 -2.27587
94 C 5.95678 -3.29067 3.19143
95 C 1.92489 1.18278 8.73863
96 C 1.46011 1.75614 -4.68814
97 C -0.16606 4.45323 -1.86843
98 C 0.97841 6.38999 -0.96033
99 C 6.62404 -0.61224 -1.82856
100 C 1.23274 -0.23151 1.08612
101 C 0.86088 0.21123 8.14356
102 C -3.73157 -1.80150 4.98327
103 H -2.54993 -5.50061 -2.53328
104 H -2.94976 -2.31295 4.42688
105 H -0.87127 -2.40741 3.09458
106 H -1.72729 -4.42477 0.90435
107 H 2.16350 -0.78504 1.17721
108 H 1.46136 -2.86058 -8.79160
109 H -4.86455 -2.17389 8.16574
110 H 2.30203 -2.25284 -6.52569
111 H -4.76044 -2.00896 4.51374
112 H 0.63779 -0.37598 1.97737
113 H -2.81988 2.49616 -3.00396
114 H -2.86985 1.16534 3.91787
115 H -0.30325 1.26193 -0.43516
116 H 3.31702 -3.89427 -5.05646
117 H -3.34980 0.91062 -6.14123
118 H 9.69455 -2.00531 4.74590
119 H 5.92127 -3.26396 2.12523
120 H 4.91119 -8.70605 -3.76608
121 H -1.42532 2.86227 -3.86093
122 H 3.16756 -7.20773 -1.00982
123 H 0.13657 -1.67708 -0.07005
124 H 1.12235 -1.01114 -2.01719
125 H 7.52898 -3.48049 4.69543
126 H -5.30131 0.82290 4.62242
127 H -6.23384 4.24645 0.81987
128 H 4.89224 0.36131 -2.57485
129 H 2.38010 1.93951 8.06709
130 H 9.87397 -1.13174 3.21045
131 H -6.22991 7.65715 -1.55735
132 H 5.09413 -1.99094 -1.94352
133 H -2.12729 6.02726 -2.83276
134 H 1.80003 1.65528 -2.77460
135 H 2.24534 -5.78343 -5.09001
136 H -3.60183 -3.46205 6.22846
137 H 9.99716 -2.98082 3.26766
138 H 0.01612 5.53713 2.73956
139 H 4.15987 -5.44050 1.64751
140 H 5.82516 1.39823 -1.76769
141 H -5.51675 5.65560 -2.00080
142 H 2.31358 -0.69731 6.83436
143 H 1.57446 6.44757 -1.86990
144 H 2.19091 -1.74815 -4.16130
145 H -3.62792 2.41607 -5.07672
146 H 1.96856 0.15480 -1.17898
147 H -6.97485 0.71930 4.98630
148 H -3.41368 -2.40843 -3.33934
149 H -3.97589 -4.62835 -2.57007
150 H -5.05737 -0.85973 6.96025
151 H -5.42849 2.68990 0.35317
152 H -0.46345 1.20077 6.17112
153 H 2.70539 0.48249 9.04051
154 H 3.17321 -3.05337 -8.32399
155 H 4.09105 -2.17860 3.37074
156 H 0.07533 -1.65340 8.65321
157 H -4.50898 3.65906 -2.50585
158 H -8.58113 0.94873 -5.86792
159 H 4.31362 1.87250 -8.10579
160 H -7.69736 2.20711 -6.50208
161 H -5.88417 -2.49572 6.65504
162 H -7.59214 -0.23568 -3.61873
163 H -3.38193 0.93382 1.15694
164 H 1.71249 -4.48578 3.62175
165 H 6.78029 -1.80027 0.10687
166 H 7.20450 -0.03311 0.17874
167 H -3.92699 0.18192 3.15366
168 H 5.80344 -5.14318 4.23255
169 H -3.70631 5.82959 1.82059
170 H -2.69813 0.96582 -4.49865
171 H 2.77326 -2.78275 -3.15724
172 H 0.09894 2.46855 2.75868
173 H -5.02293 2.18008 -2.08059
174 H 3.34857 3.66041 -2.57280
175 H -8.49329 1.25546 -3.13742
176 H 5.19624 -1.98222 4.71691
177 H 3.71709 5.92423 5.28918
178 H 2.71298 -8.41869 -2.09873
179 H 7.64273 -0.43981 -2.13424
180 H 2.58277 2.55168 5.75390
181 H 4.14537 4.68526 -1.42236
182 H -8.14119 1.23683 1.86650
183 H 0.49692 4.58400 -2.74446
184 H 1.34839 -4.73574 5.35604
185 H 1.46185 0.83786 1.07864
186 H -1.13914 4.73641 4.97535
187 H -1.27654 2.02788 -2.35597
188 H -6.90269 1.01500 -2.52524
189 H 0.19569 1.02778 -3.24418
190 H -2.60260 -0.96942 7.43119
191 H -2.92213 -2.28886 -0.79572
192 H 2.22940 -4.35093 -9.11920
193 H 0.20004 2.22897 4.93172
194 H 6.72278 -2.68911 -2.07195
195 H -1.49260 -3.58403 -3.15586
196 H 3.68811 0.56050 -5.16152
197 H -7.64255 7.93695 -0.52529
198 H 7.97707 -4.13055 3.13453
199 H -0.04940 0.63297 -5.55642
200 H -1.39053 -5.74550 -0.24835
201 H -0.06947 0.75328 8.08469
202 H -8.74618 0.48325 3.32882
203 H -0.07564 0.67970 4.39961
204 H -1.11520 0.03902 -1.47634
205 H -6.26964 -0.51305 -5.21570
206 H 1.52812 3.49495 2.78972
207 H -7.85956 7.52035 -2.24844
208 H 0.63409 -5.10030 -4.87149
209 H -2.25881 -0.48335 3.32902
210 H 4.62717 -5.73935 -0.03871
211 H 2.50493 -2.80487 -0.82035
212 H 1.73622 -5.13947 -3.45724
213 H 0.48172 3.55274 1.41669
214 H 0.13037 3.59105 -1.26403
215 H -6.50357 -2.00410 -1.62324
216 H 3.48958 -3.91628 -1.59625
217 H -6.90353 5.18810 -2.90282
218 H -5.76172 0.76878 -6.37192
219 H -1.83244 -2.07252 6.43207
220 H -2.21018 2.18402 0.75712
221 H 3.57765 2.05333 -6.61162
222 H 4.45548 -4.39061 4.21166
223 H -2.15825 4.35263 -1.30911
224 H -3.88621 -2.84052 0.45731
225 H 0.64033 -1.01649 6.37464
226 H 2.90593 3.14255 1.31762
227 H 4.74547 -0.73563 -5.16954
228 H -7.22383 3.25000 -1.48317
229 H 1.48740 1.61824 9.64327
230 H -5.66682 -1.66485 -0.18302
231 H 0.50363 5.00143 5.00623
232 H 3.73421 1.99099 4.70744
233 H 7.06098 -0.44572 -4.49313
234 H -1.41310 5.31966 -4.03850
235 H -3.83964 -5.17265 -0.40101
236 H 1.73303 6.00266 -0.22217
237 H 5.57459 -1.15996 3.28986
238 H -2.17259 3.47771 3.04241
239 H 0.75379 7.36850 -0.64314
240 H -0.98307 -4.10398 -0.65967
241 H -4.74678 4.30106 0.02070
242 H 0.46754 -0.71885 9.97700
243 H 7.91756 -1.98069 -4.22964
244 H -1.91379 4.54833 1.62193
245 H 5.53352 -0.63708 0.01596
246 H 6.88333 -1.70734 -5.64505
247 H 2.81453 5.04244 6.30943
248 H 0.03232 -2.75358 -3.41002
249 H 6.13604 -7.51361 -3.52992
250 H -3.40215 -0.73621 -3.79024
251 H -5.09903 -0.93292 -1.74641
252 H -3.09176 1.32791 -0.52311
253 H 0.61402 -3.14387 2.49914
254 H -4.13937 6.68787 3.33488
255 H -4.45561 4.94142 3.14721
256 H -6.45089 2.35212 -4.32478
257 H 3.71083 4.56544 0.69256
258 H 1.13572 1.48046 -6.59216
259 H 0.69023 -2.76895 -5.93588

- F_max: 4.7 eV/A
- Charge: 0
- Gap between HOMO and LUMO: 9.1 eV
- Energy relative to the best compared isomer or geometry (same formula, charge and spin): 0.536 eV
- HOMO: -8.73 eV
- Energy: -141673.445 eV